Entry 1:
Entry from OMol25: a structure of composition C12H34BClCoN2O4 in a non-equilibrium geometry (wB97M-V/def2-TZVPD).

Each line ends with the Löwdin spin population.
CARTESIAN COORDINATES (ANGSTROEM)
1 Co 2.18742 1.09350 -1.41361  2.004
2 B 0.62002 3.75680 -4.03978  0.006
3 H -0.35630 4.15501 -3.81075  0.001
4 H 1.06860 4.13191 -4.94660  0.001
5 H 1.29645 3.96874 -3.22630  0.002
6 H 0.52353 2.68214 -4.04334  0.000
7 Cl 5.49768 1.32951 1.04882  0.985
8 C -1.57703 -5.67284 -0.52268  0.000
9 O -1.70293 -4.35674 -1.11851  0.000
10 C -1.46466 -4.29366 -2.49391  0.000
11 C -0.74209 -2.97461 -2.80063  0.000
12 N 0.53919 -2.70789 -2.12085  0.000
13 C 1.63843 -3.48974 -2.62916  0.000
14 C 2.18679 -2.94119 -3.96692  0.000
15 O 2.52791 -1.57762 -3.71760  0.001
16 C 2.98922 -0.81567 -4.91409  0.000
17 H -0.54928 -5.81962 -0.19057  0.000
18 H -1.91248 -6.42479 -1.23690  0.000
19 H -2.34348 -5.71205 0.25134  0.000
20 H -2.47525 -4.24476 -2.89941  0.000
21 H -0.95028 -5.19368 -2.83078  0.000
22 H -1.43847 -2.15000 -2.64838  0.000
23 H -0.59657 -2.99169 -3.88074  0.000
24 H 0.22411 -3.04348 -1.22184  0.000
25 H 1.35506 -4.54214 -2.61341  0.000
26 H 2.41430 -3.41810 -1.86694  0.000
27 H 1.62503 -2.93287 -4.90098  0.000
28 H 3.10582 -3.44755 -4.26199  0.000
29 H 2.22143 -0.75799 -5.68563  0.000
30 H 3.92660 -1.09080 -5.39753  0.000
31 H 3.05123 0.23228 -4.62072  0.000
32 C 0.83516 -0.94923 4.62723  0.000
33 O 0.02264 -0.34854 3.50526  0.000
34 C -0.71028 0.71821 4.10981  0.000
35 C -1.40612 1.50518 2.92520  0.000
36 N -0.61216 2.38237 2.05017  0.000
37 C -0.08530 3.55517 2.71028  0.000
38 C -1.20397 4.54704 3.08039  0.000
39 O -1.95337 4.21533 4.18903  0.000
40 C -2.94975 5.29365 4.56276  0.000
41 H 1.31620 -1.89203 4.36682  0.000
42 H 0.13469 -1.09129 5.45019  0.000
43 H 1.65041 -0.27072 4.87844  0.000
44 H -0.04790 1.38034 4.66742  0.000
45 H -1.53908 0.31219 4.68976  0.000
46 H -2.07327 2.11125 3.53812  0.000
47 H -1.95640 0.69433 2.44791  0.000
48 H -1.44521 2.81703 1.67976  0.000
49 H 0.65347 4.03216 2.06624  0.000
50 H 0.57836 3.35010 3.55028  0.000
51 H -1.86795 4.84296 2.26818  0.000
52 H -0.63578 5.43974 3.34182  0.000
53 H -3.55418 4.79840 5.32269  0.000
54 H -3.59773 5.62491 3.75130  0.000
55 H -2.44246 6.18101 4.94137  0.000

Computed properties:
<S²>	3.7588
multiplicity	4
highest occupied orbital energy (alpha / beta)	-7.82 / -7.81	eV
calculated total energy	-74976.8570	eV



Entry 2:
Entry from OMol25: a cluster of 12 separate species, C50H90N2O22 in total in a non-equilibrium geometry (wB97M-V/def2-TZVPD).

Each line ends with the Löwdin charge.
CARTESIAN COORDINATES (ANGSTROEM)
1 O 0.51288 3.78884 -6.47791  0.101
2 C -0.50990 4.10368 -5.94025  -0.570
3 O -0.68416 4.03839 -4.63929  -0.017
4 C 0.41844 3.60707 -3.90331  -0.215
5 C 1.54142 4.69133 -3.88711  -0.029
6 C -1.75874 4.54405 -6.66334  0.024
7 H 0.88215 2.69507 -4.32718  0.114
8 H -0.01957 3.39939 -2.97444  0.071
9 H 2.14643 4.56171 -4.78764  0.060
10 H 2.17901 4.43481 -3.03035  0.081
11 H 1.10668 5.68032 -3.81486  0.075
12 H -2.56964 4.79787 -5.96935  0.078
13 H -2.00193 3.76324 -7.41634  0.101
14 H -1.55281 5.40217 -7.31296  0.087
15 O -2.48400 -1.44706 5.90305  0.049
16 C -2.62684 -0.33684 5.39540  -0.520
17 O -2.78860 0.78570 6.11747  -0.008
18 C -2.30471 0.72251 7.50654  -0.186
19 C -1.64267 2.04365 7.83523  -0.065
20 C -2.78674 -0.23732 3.88853  0.011
21 H -1.59281 -0.12672 7.60940  0.127
22 H -3.17916 0.52269 8.08982  0.112
23 H -1.63982 2.19431 8.88113  0.057
24 H -2.14377 2.91163 7.37878  0.089
25 H -0.59231 2.05880 7.50784  0.069
26 H -3.78279 -0.68654 3.66745  0.095
27 H -1.98378 -0.84251 3.38065  0.072
28 H -2.86408 0.67896 3.33807  0.071
29 O 5.33847 1.12726 -6.20076  0.080
30 C 4.95340 2.09819 -6.82521  -0.559
31 O 4.83487 3.33574 -6.26877  -0.041
32 C 5.20039 3.49733 -4.83721  -0.194
33 C 5.57481 4.94458 -4.67105  -0.075
34 C 4.50367 2.11465 -8.19967  0.023
35 H 6.03945 2.81331 -4.62665  0.119
36 H 4.28990 3.20388 -4.20891  0.130
37 H 4.68959 5.52740 -4.96325  0.082
38 H 6.30742 5.25884 -5.38092  0.066
39 H 6.00013 5.03129 -3.68931  0.076
40 H 4.10945 1.14385 -8.41637  0.087
41 H 5.32715 2.26916 -8.82872  0.080
42 H 3.83601 2.98065 -8.19105  0.109
43 O -5.13841 -3.89526 -0.20053  0.066
44 C -5.35542 -4.81807 0.56102  -0.516
45 O -5.91751 -4.67986 1.77353  -0.002
46 C -5.94527 -3.29533 2.28677  -0.181
47 C -7.13230 -3.20957 3.26567  -0.055
48 C -5.21299 -6.25661 0.10063  0.021
49 H -6.01359 -2.65846 1.46015  0.091
50 H -5.05969 -3.02192 2.82730  0.087
51 H -7.23437 -2.15108 3.61322  0.090
52 H -6.97111 -3.87159 4.07857  0.058
53 H -8.08678 -3.46155 2.76464  0.084
54 H -6.06573 -6.82475 0.53904  0.097
55 H -4.33730 -6.74567 0.50774  0.066
56 H -5.15667 -6.34805 -0.97470  0.083
57 O 2.57516 0.94181 -3.16374  0.051
58 C 2.91083 -0.23772 -3.25908  -0.526
59 O 2.47231 -1.10038 -4.18078  -0.009
60 C 1.45761 -0.57849 -5.08929  -0.182
61 C 1.97280 -0.41880 -6.49180  -0.051
62 C 3.72937 -1.01389 -2.32775  0.028
63 H 1.09252 0.36386 -4.64560  0.109
64 H 0.72717 -1.39113 -5.06984  0.121
65 H 2.45571 -1.35633 -6.84251  0.097
66 H 2.75127 0.34881 -6.58030  0.062
67 H 1.23211 -0.22648 -7.20863  0.060
68 H 4.22132 -1.88655 -2.72713  0.096
69 H 2.97610 -1.39320 -1.59546  0.101
70 H 4.35887 -0.36600 -1.77497  0.077
71 O -0.26015 -2.48761 2.50910  0.093
72 C 0.17284 -3.58430 2.80397  -0.529
73 O -0.18300 -4.41044 3.76457  -0.007
74 C -1.33281 -3.99563 4.54821  -0.201
75 C -2.58193 -4.28983 3.77746  -0.082
76 C 1.35878 -4.30264 2.13583  0.043
77 H -1.27909 -2.96083 4.84267  0.079
78 H -1.27161 -4.69256 5.40639  0.136
79 H -2.72836 -4.05530 2.70317  0.066
80 H -3.39798 -3.77925 4.39610  0.093
81 H -2.80598 -5.42897 3.80550  0.109
82 H 1.07509 -5.32809 1.84937  0.086
83 H 2.27796 -4.26430 2.74288  0.075
84 H 1.55674 -3.81367 1.19783  0.073
85 O 5.74253 -4.20770 1.88736  0.100
86 C 5.07012 -4.21390 2.89322  -0.501
87 O 4.20246 -3.16994 3.21586  -0.080
88 C 4.02445 -2.21584 2.14844  -0.248
89 C 4.95055 -1.00612 2.23708  -0.053
90 C 5.02149 -5.23701 4.00806  0.025
91 H 3.01757 -1.81688 2.25844  0.107
92 H 4.09713 -2.75320 1.18255  0.125
93 H 4.89952 -0.62577 3.26928  0.075
94 H 4.58709 -0.38397 1.43634  0.051
95 H 6.03868 -1.18742 2.01693  0.095
96 H 5.00875 -6.25590 3.67512  0.082
97 H 4.23344 -4.91794 4.74135  0.103
98 H 5.96958 -4.97909 4.48247  0.091
99 O -1.90657 -5.49649 0.61642  0.052
100 C -1.01966 -6.06836 -0.01836  -0.556
101 O -0.32686 -5.44267 -0.93955  0.007
102 C -0.89152 -4.14617 -1.30345  -0.155
103 C 0.06849 -3.44038 -2.31667  -0.028
104 C -0.63224 -7.48224 0.28323  0.032
105 H -1.15861 -3.55105 -0.44002  0.091
106 H -1.77671 -4.49323 -1.80876  0.126
107 H -0.18541 -2.36655 -2.26466  0.062
108 H -0.02317 -3.90033 -3.28121  0.067
109 H 1.11778 -3.43915 -1.99723  0.074
110 H 0.26179 -7.72298 -0.23670  0.074
111 H -1.43955 -8.16990 -0.08839  0.114
112 H -0.55909 -7.58845 1.31742  0.066
113 C -0.90000 7.64357 -1.52253  -0.059
114 C -1.73462 6.40442 -1.44450  -0.221
115 O -1.81529 5.91368 -0.09303  0.031
116 C -0.88755 5.01390 0.24202  -0.634
117 O -0.11237 4.50895 -0.56400  0.083
118 O -1.06990 4.66724 1.47012  0.027
119 C -0.27866 3.56569 1.99883  -0.008
120 H -0.72194 7.92499 -2.60474  0.101
121 H 0.09097 7.32323 -1.07375  0.103
122 H -1.34364 8.46307 -1.02029  0.059
123 H -1.32416 5.60962 -1.99946  0.088
124 H -2.75010 6.68221 -1.69683  0.123
125 H -0.63334 3.53947 3.04228  0.088
126 H 0.79001 3.76634 2.09202  0.092
127 H -0.49866 2.59677 1.49983  0.077
128 C 1.76772 0.91144 0.55412  -0.036
129 C 0.77605 1.03148 -0.58972  -0.167
130 O 0.05626 -0.21705 -0.91367  0.030
131 C -1.01411 -0.41060 -0.11831  -0.617
132 O -1.24286 0.23497 0.87606  0.093
133 O -1.78062 -1.35139 -0.58982  0.003
134 C -2.89810 -1.67033 0.22684  -0.008
135 H 1.30110 0.46826 1.41889  0.066
136 H 2.13614 1.89558 0.79549  0.077
137 H 2.65026 0.26199 0.32434  0.064
138 H 1.21276 1.24145 -1.53142  0.079
139 H 0.04563 1.81053 -0.32621  0.091
140 H -3.66017 -0.86427 0.14976  0.125
141 H -2.53022 -1.67506 1.21602  0.060
142 H -3.30248 -2.57443 -0.08486  0.050
143 N -4.47639 4.01669 -3.36714  0.052
144 C -3.43446 3.17805 -3.49316  -0.161
145 C -2.69307 2.66536 -2.46518  -0.074
146 C -3.08197 2.87260 -1.15437  -0.077
147 C -4.21238 3.63608 -1.02199  -0.078
148 C -4.88044 4.27201 -2.12717  -0.142
149 H -3.22657 2.93140 -4.53207  0.100
150 H -1.83366 2.04581 -2.67447  0.104
151 H -2.61876 2.48975 -0.23716  0.113
152 H -4.66602 3.77683 0.00226  0.120
153 H -5.82490 4.88137 -2.01002  0.118
154 N 0.82926 1.94885 4.86284  0.062
155 C 2.02918 2.43071 5.23271  -0.137
156 C 3.01735 1.59337 5.70237  -0.094
157 C 2.83560 0.22698 5.75393  -0.070
158 C 1.63346 -0.29748 5.23593  -0.044
159 C 0.70189 0.64435 4.84703  -0.171
160 H 2.14357 3.52086 5.11180  0.114
161 H 3.96578 2.01412 5.93886  0.092
162 H 3.72821 -0.43182 5.93306  0.123
163 H 1.44040 -1.35721 5.22190  0.101
164 H -0.28562 0.35464 4.35563  0.116

Computed properties:
relative energy (zero: lowest compared OMol25 entry of this formula, charge and spin)	0.097	eV
SMILES string	CCOC(=O)OC.CCOC(=O)OC.CCOC(C)=O.CCOC(C)=O.CCOC(C)=O.CCOC(C)=O.CCOC(C)=O.CCOC(C)=O.CCOC(C)=O.CCOC(C)=O.c1ccncc1.c1ccncc1
highest occupied orbital energy	-9.31	eV
calculated total energy	-101334.9880	eV



Entry 3:
Entry from OMol25: the ion C3H3N2OS with charge +1 in a non-equilibrium geometry (wB97M-V/def2-TZVPD).

Each line ends with the natural charge from an NBO analysis.
CARTESIAN COORDINATES (ANGSTROEM)
1 C 2.34594 0.30698 -0.34399  0.529
2 C 0.63274 -0.81368 -0.12671  0.286
3 C -2.04015 -0.05698 0.17545  -0.726
4 N 1.58168 -0.64163 -0.85875  -0.315
5 N 3.18899 1.19966 -0.20246  0.078
6 O 1.94919 1.02048 0.74826  -0.423
7 S -0.65365 -1.12863 0.67021  0.703
8 H -2.96870 -0.32582 0.69267  0.310
9 H -2.38907 -0.46895 -0.83387  0.283
10 H -1.64697 0.90856 0.07921  0.274

Computed properties:
relative energy (zero: lowest compared OMol25 entry of this formula, charge and spin)	7.059	eV
total charge	+1
highest occupied orbital energy (alpha / beta)	-14.51 / -14.51	eV
calculated total energy	-19007.8950	eV



Entry 4:
Entry from OMol25: the molecule C6H12O in a non-equilibrium geometry (wB97M-V/def2-TZVPD).

Each line ends with the natural charge from an NBO analysis.
CARTESIAN COORDINATES (ANGSTROEM)
1 C 2.78860 -0.36089 0.44480  -0.608
2 C 1.83663 -0.38483 -0.74755  -0.419
3 C 0.46938 0.16098 -0.45212  -0.056
4 C -1.97243 1.12930 0.29253  -0.497
5 C -2.74614 -0.07095 -0.10462  -0.469
6 C -1.48895 -0.51137 0.55619  0.121
7 O -0.18099 -0.80663 0.31506  -0.510
8 H 2.99195 0.66875 0.76392  0.200
9 H 2.37967 -0.90491 1.30378  0.214
10 H 3.74138 -0.82498 0.17095  0.209
11 H 2.24233 0.19044 -1.58269  0.200
12 H 1.67622 -1.41535 -1.08503  0.209
13 H 0.48611 1.12630 0.08866  0.177
14 H -2.06898 1.77623 1.15082  0.214
15 H -1.73178 1.75775 -0.59674  0.218
16 H -3.07869 -0.20856 -1.12224  0.217
17 H -3.46103 -0.33143 0.66429  0.218
18 H -1.76029 -1.28411 1.30417  0.198
19 H -0.12301 0.29425 -1.36418  0.161

Computed properties:
relative energy (zero: lowest compared OMol25 entry of this formula, charge and spin)	3.737	eV
SMILES string	CCCOC1CC1
highest occupied orbital energy	-8.22	eV
calculated total energy	-8460.6166	eV



Entry 5:
Entry from OMol25: the molecule C20H16ClN3OS (wB97M-V/def2-TZVPD).

Each line ends with the natural charge from an NBO analysis.
CARTESIAN COORDINATES (ANGSTROEM)
1 N -2.85271 2.54146 -1.25742  -0.306
2 C -1.92485 2.14054 -0.71204  0.280
3 C -0.79525 1.67056 -0.02814  -0.250
4 C -0.81751 0.47312 0.59809  0.117
5 N 0.27090 0.00626 1.32841  -0.489
6 C 1.24014 0.87133 1.80103  0.707
7 O 2.16530 0.47064 2.47022  -0.584
8 C 1.04821 2.32483 1.44291  -0.491
9 H 2.01438 2.82247 1.53687  0.252
10 C 0.44392 2.53874 0.05567  -0.262
11 C 1.36462 2.22912 -1.10410  0.030
12 C 2.38874 1.29334 -1.01599  -0.226
13 C 3.19137 0.99872 -2.10409  -0.209
14 C 2.98478 1.63923 -3.31255  -0.189
15 C 1.97633 2.57844 -3.42520  -0.224
16 C 1.17633 2.86678 -2.33138  -0.045
17 Cl -0.07391 4.05243 -2.52715  0.017
18 H 1.80401 3.09291 -4.35726  0.230
19 H 3.60711 1.41408 -4.16473  0.219
20 H 3.98017 0.26921 -2.00228  0.218
21 H 2.58108 0.79092 -0.08163  0.214
22 H 0.13829 3.58637 -0.03232  0.257
23 H 0.37509 2.75764 2.19047  0.250
24 C 0.52777 -1.41516 1.48137  -0.048
25 N -0.62066 -2.18216 1.94536  -0.466
26 C -0.71862 -3.49822 1.46505  0.249
27 C -1.91879 -4.05762 1.03335  -0.289
28 C -1.96244 -5.37525 0.61437  -0.183
29 C -0.81889 -6.15351 0.60884  -0.238
30 C 0.37933 -5.59937 1.02644  -0.185
31 C 0.43326 -4.28597 1.45105  -0.279
32 H 1.36994 -3.87323 1.79126  0.216
33 H 1.28047 -6.19429 1.02712  0.216
34 H -0.85968 -7.18030 0.27965  0.216
35 H -2.90156 -5.79038 0.28004  0.216
36 H -2.82323 -3.47117 0.99463  0.213
37 C -1.77046 -1.41167 2.17049  -0.304
38 H -2.61578 -2.01607 2.48400  0.240
39 H -1.57483 -0.63436 2.91173  0.222
40 S -2.27791 -0.50751 0.61248  0.250
41 H 0.86018 -1.81899 0.51119  0.197
42 H 1.35271 -1.48868 2.20265  0.242

Computed properties:
relative energy (zero: lowest compared OMol25 entry of this formula, charge and spin)	0.000	eV
SMILES string	N#CC1=C2SCN(c3ccccc3)CN2C(=O)C[C@H]1c1ccccc1Cl
highest occupied orbital energy	-8.42	eV
calculated total energy	-50875.1596	eV